No. 1
{
  "formula": "C58H47AgBF4NO2P2S2",
  "method": "the ωB97M-V functional and the def2-TZVPD basis",
  "elements": ["Ag", "N", "P", "C", "C", "C", "C", "C", "C", "C", "C", "C", "C", "C", "C", "P", "C", "C", "C", "C", "C", "C", "C", "C", "C", "C", "C", "C", "H", "H", "H", "H", "H", "H", "H", "H", "H", "H", "H", "H", "H", "H", "H", "H", "H", "H", "H", "H", "H", "C", "C", "C", "C", "C", "C", "C", "S", "O", "C", "C", "C", "C", "C", "C", "C", "C", "C", "C", "C", "C", "C", "C", "C", "C", "C", "C", "C", "C", "S", "O", "C", "C", "C", "C", "C", "C", "C", "H", "H", "H", "H", "H", "H", "H", "H", "H", "H", "H", "H", "H", "H", "H", "H", "H", "H", "H", "H", "H", "H", "H", "H", "H", "H", "F", "B", "F", "F", "F"],
  "xyz": [[-0.5377, 0.1692, -0.3801], [-2.7616, 0.4024, 1.9971], [-2.1516, -1.0535, 1.3534], [-3.6429, -2.0742, 1.2317], [-4.3393, -2.5180, 2.3535], [-5.5107, -3.2381, 2.1984], [-5.9863, -3.5303, 0.9244], [-5.2915, -3.0991, -0.1946], [-4.1191, -2.3705, -0.0415], [-1.2190, -1.8449, 2.7136], [-0.8575, -1.1547, 3.8643], [-0.0967, -1.7736, 4.8469], [0.3108, -3.0897, 4.6863], [-0.0359, -3.7833, 3.5355], [-0.7913, -3.1625, 2.5545], [-1.8246, 1.8566, 1.7478], [-2.4749, 2.8519, 3.1289], [-3.7915, 3.3087, 3.1846], [-4.2347, 4.0143, 4.2903], [-3.3675, 4.2723, 5.3466], [-2.0574, 3.8232, 5.2978], [-1.6126, 3.1139, 4.1896], [-2.6629, 2.5840, 0.2852], [-2.4680, 3.9405, 0.0122], [-2.9262, 4.4950, -1.1702], [-3.5640, 3.6942, -2.1129], [-3.7513, 2.3464, -1.8566], [-3.3172, 1.7997, -0.6553], [-3.2512, 0.3516, 2.8866], [-3.9610, -2.3147, 3.3494], [-6.0507, -3.5818, 3.0705], [-6.8977, -4.1001, 0.8072], [-5.6555, -3.3285, -1.1862], [-3.5721, -2.0289, -0.9139], [-1.1375, -0.1158, 3.9867], [0.1818, -1.2241, 5.7352], [0.9051, -3.5711, 5.4506], [0.2874, -4.8058, 3.3985], [-1.0572, -3.7148, 1.6601], [-4.4617, 3.1169, 2.3556], [-5.2558, 4.3689, 4.3294], [-3.7166, 4.8285, 6.2058], [-1.3783, 4.0278, 6.1142], [-0.5849, 2.7708, 4.1407], [-1.9632, 4.5700, 0.7398], [-2.7817, 5.5501, -1.3606], [-3.9012, 4.1205, -3.0479], [-4.2117, 1.7021, -2.5924], [-3.4801, 0.7431, -0.4742], [2.7519, 5.9384, -4.9879], [2.5371, 4.8680, -3.9557], [1.3436, 4.1646, -3.8905], [1.1481, 3.1666, -2.9403], [2.1670, 2.8953, -2.0478], [3.3803, 3.5751, -2.0952], [3.5546, 4.5560, -3.0485], [1.9412, 1.6189, -0.8341], [3.1859, 0.8102, -0.7819], [1.8515, 2.6111, 0.6531], [0.9038, 3.6632, 0.6331], [0.6435, 4.3740, 1.7594], [1.2697, 4.0256, 2.9825], [0.9598, 4.7133, 4.1819], [1.5164, 4.3371, 5.3676], [2.4093, 3.2445, 5.4060], [2.7405, 2.5789, 4.2620], [2.1910, 2.9564, 3.0059], [2.5253, 2.2625, 1.7884], [3.6720, 1.2960, 1.9051], [4.9738, 1.8981, 2.0159], [5.1827, 3.2772, 1.7412], [6.4233, 3.8353, 1.8367], [7.5343, 3.0542, 2.2220], [7.3685, 1.7284, 2.4863], [6.0931, 1.1196, 2.3812], [5.9189, -0.2601, 2.6544], [4.6968, -0.8306, 2.4963], [3.5891, -0.0568, 2.0685], [2.0926, -0.9966, 1.8792], [1.0172, -0.0127, 1.5119], [2.4701, -1.8638, 0.3530], [1.3622, -2.4424, -0.2506], [1.5003, -3.1156, -1.4532], [2.7466, -3.2502, -2.0532], [2.8868, -3.9396, -3.3796], [3.8491, -2.6906, -1.4137], [3.7226, -1.9938, -0.2243], [1.8709, 6.0651, -5.6140], [3.5938, 5.6923, -5.6358], [2.9736, 6.8967, -4.5160], [0.5559, 4.3816, -4.6003], [0.2314, 2.5967, -2.9128], [4.1701, 3.3181, -1.4019], [4.4953, 5.0915, -3.0999], [0.3838, 3.8939, -0.2884], [-0.0602, 5.1968, 1.7424], [0.2573, 5.5354, 4.1383], [1.2717, 4.8664, 6.2785], [2.8346, 2.9325, 6.3500], [3.4255, 1.7447, 4.3131], [4.3466, 3.8905, 1.4358], [6.5573, 4.8844, 1.6125], [8.5119, 3.5085, 2.3009], [8.2113, 1.1133, 2.7736], [6.7664, -0.8492, 2.9795], [4.5551, -1.8862, 2.6961], [0.3771, -2.3549, 0.1982], [0.6176, -3.5084, -1.9370], [2.2585, -4.8280, -3.4296], [3.9182, -4.2358, -3.5645], [2.5766, -3.2758, -4.1878], [4.8256, -2.7653, -1.8744], [4.5910, -1.5065, 0.1950], [-1.1408, -1.4547, -2.2089], [-1.4459, -0.4734, -3.1944], [-2.8163, -0.3371, -3.2929], [-0.9017, 0.7652, -2.6918], [-0.8490, -0.7900, -4.3843]],
  "forces_ev_per_a": [[-0.058, -0.223, 0.118], [0.186, -0.090, 0.329], [0.380, 0.646, 0.113], [0.094, -0.024, -0.180], [0.000, -0.036, 0.053], [-0.020, -0.040, 0.004], [0.046, 0.033, -0.006], [0.001, 0.001, 0.063], [-0.007, 0.029, -0.090], [-0.187, -0.080, -0.017], [0.071, 0.091, 0.022], [-0.004, -0.055, -0.061], [0.002, 0.024, 0.006], [0.038, 0.016, 0.013], [-0.067, -0.019, -0.016], [-0.096, -0.397, -0.334], [0.014, -0.036, 0.017], [-0.006, 0.016, -0.019], [-0.006, 0.019, 0.016], [0.011, -0.019, -0.024], [-0.075, -0.027, -0.023], [-0.081, -0.136, 0.039], [-0.021, 0.180, 0.233], [-0.003, 0.050, 0.055], [-0.026, -0.054, -0.044], [0.048, 0.000, 0.028], [-0.026, 0.049, 0.001], [-0.024, -0.142, -0.073], [-0.128, 0.072, -0.201], [0.017, 0.016, -0.011], [-0.017, -0.009, 0.016], [-0.042, -0.020, 0.003], [-0.014, -0.006, -0.037], [0.024, 0.000, -0.026], [-0.053, 0.008, 0.005], [0.011, 0.038, 0.049], [0.018, -0.020, 0.034], [0.007, -0.047, -0.005], [-0.039, -0.017, -0.028], [-0.010, -0.004, -0.026], [-0.028, 0.013, 0.005], [-0.019, 0.019, 0.038], [0.021, 0.003, 0.029], [-0.170, -0.088, 0.037], [-0.074, -0.045, -0.050], [0.005, 0.043, -0.016], [-0.013, 0.016, -0.023], [-0.009, 0.003, -0.006], [-0.011, 0.046, 0.008], [-0.006, 0.028, -0.019], [0.007, -0.008, 0.005], [-0.020, -0.022, 0.012], [0.110, 0.087, -0.037], [0.081, 0.103, 0.105], [-0.088, 0.010, -0.059], [0.041, 0.016, 0.002], [0.027, -0.415, 0.013], [-0.087, 0.257, -0.053], [0.059, 0.189, -0.131], [0.059, -0.061, 0.019], [0.110, 0.029, 0.075], [0.034, 0.146, -0.105], [0.239, 0.121, -0.067], [0.073, -0.006, -0.021], [-0.072, 0.047, 0.023], [0.026, -0.012, -0.115], [0.038, -0.102, 0.015], [-0.100, 0.002, 0.221], [0.146, 0.199, -0.155], [-0.045, 0.135, -0.075], [-0.087, -0.091, 0.028], [0.088, -0.031, 0.023], [-0.070, 0.058, -0.023], [-0.054, -0.052, -0.009], [0.077, -0.070, 0.044], [-0.051, 0.028, -0.015], [0.053, 0.056, 0.017], [0.100, -0.202, 0.280], [-0.157, 0.272, -0.152], [-0.074, -0.200, 0.206], [0.080, -0.182, 0.067], [-0.110, -0.054, -0.037], [-0.031, 0.076, 0.037], [0.044, 0.021, 0.041], [0.008, -0.021, -0.013], [-0.042, -0.016, -0.037], [0.018, 0.068, -0.064], [-0.019, 0.003, -0.011], [0.022, -0.012, -0.008], [0.005, 0.012, 0.011], [-0.029, 0.009, -0.016], [-0.110, -0.061, 0.003], [0.041, -0.020, 0.051], [0.013, 0.015, -0.005], [0.016, 0.001, -0.041], [-0.002, 0.026, 0.030], [-0.030, 0.022, -0.013], [-0.005, 0.018, 0.038], [0.019, -0.006, 0.033], [0.036, -0.024, -0.005], [-0.052, 0.009, 0.008], [0.010, 0.042, -0.007], [0.037, 0.022, -0.002], [0.030, -0.025, 0.015], [0.026, -0.009, 0.011], [-0.019, -0.024, -0.021], [0.094, 0.026, -0.024], [-0.055, -0.042, -0.045], [-0.017, -0.020, -0.002], [0.022, -0.005, -0.005], [-0.016, 0.027, -0.013], [0.040, -0.015, -0.024], [-0.045, -0.052, -0.001], [0.023, -0.171, 0.147], [0.078, 0.019, 0.057], [-0.395, -0.011, -0.019], [0.071, 0.100, 0.090], [0.127, -0.055, -0.294]],
  "homo_lumo_gap_ev": 8.01,
  "lumo_energy_ev": 0.0
}


No. 2
{
  "formula": "CH7N2S",
  "method": "the ωB97M-V functional and the def2-TZVPD basis",
  "elements": ["S", "H", "N", "C", "N", "H", "H", "H", "H", "H", "H"],
  "xyz": [[1.5627, 0.0003, -3.1351], [0.4198, -0.8065, -3.3880], [-0.0010, 0.6812, 1.9769], [-0.5938, -0.2301, 0.9203], [-0.1782, -0.2534, -0.4835], [0.2210, 1.5793, 1.6083], [0.7850, 0.2159, 2.0059], [-1.6554, -0.0215, 1.0679], [-0.3316, -1.2328, 1.4526], [0.7359, 0.2359, -0.8657], [-0.9643, -0.1685, -1.1596]],
  "forces_ev_per_a": [[-1.242, -1.041, -0.531], [1.390, 0.999, 0.311], [-4.280, 1.054, -2.003], [-0.094, -0.830, 2.010], [1.131, 1.268, -1.135], [-0.060, 0.966, -0.402], [5.852, -2.166, 1.423], [-0.140, -0.588, -0.910], [-0.837, 1.233, -1.251], [-2.855, -1.156, 1.565], [1.135, 0.259, 0.923]],
  "s2": 0.75,
  "spin_multiplicity": 2,
  "homo_lumo_gap_ev": [9.79, 6.30],
  "lumo_energy_ev": [0.8, -2.7]
}


No. 3
{
  "formula": "CF3NO",
  "method": "the ωB97M-V functional and the def2-TZVPD basis",
  "elements": ["C", "N", "O", "F", "F", "F"],
  "xyz": [[1.2127, -0.2750, -0.3637], [-2.4804, 1.1689, -0.2089], [0.5359, -1.0432, -0.8848], [0.6396, 0.8504, 0.0802], [2.4371, -0.5088, -0.0063], [-2.5806, 0.1428, 0.5518]],
  "forces_ev_per_a": [[-1.360, 0.652, 1.407], [0.090, 1.070, -0.798], [-1.116, -2.187, -1.981], [1.962, 0.243, 0.243], [0.513, 1.293, 0.339], [-0.090, -1.072, 0.790]],
  "s2": 2.01,
  "spin_multiplicity": 3,
  "homo_lumo_gap_ev": [11.63, 12.76],
  "lumo_energy_ev": [0.6, 0.1]
}


No. 4
{
  "formula": "C20H14Br4NO3Pt",
  "method": "the ωB97M-V functional and the def2-TZVPD basis",
  "elements": ["Pt", "Br", "C", "C", "Br", "C", "Br", "C", "O", "C", "O", "C", "Br", "C", "O", "H", "H", "H", "H", "N", "C", "C", "C", "C", "C", "C", "C", "C", "C", "C", "C", "C", "C", "H", "H", "H", "H", "H", "H", "H", "H", "H", "H"],
  "xyz": [[-0.3421, -1.6499, 0.0823], [2.5837, -5.2391, 5.2595], [2.2789, -4.0364, 3.8306], [3.2065, -3.0547, 3.5231], [4.8011, -2.8818, 4.5246], [2.9504, -2.1703, 2.4626], [4.1851, -0.8323, 1.9526], [1.7849, -2.2558, 1.7200], [1.5369, -1.4629, 0.6885], [0.8227, -3.2564, 2.0402], [-0.2745, -3.2987, 1.3236], [1.0963, -4.1325, 3.0835], [-0.2174, -5.4479, 3.4358], [-2.6763, -3.4147, -0.5368], [-2.4559, -2.0056, -0.3036], [-3.7446, -3.6257, -0.4649], [-2.1079, -4.0134, 0.1736], [-2.3321, -3.6067, -1.5486], [-2.7487, -1.8047, 0.5950], [-0.5043, -0.2761, -1.3045], [-0.3774, 0.9790, -1.2665], [-0.7296, 1.7517, -2.5153], [-0.1229, 2.9661, -2.8263], [-0.4302, 3.6347, -4.0045], [-1.3611, 3.1042, -4.8849], [-1.9756, 1.8947, -4.5807], [-1.6584, 1.2245, -3.4108], [0.0379, 1.8093, -0.0831], [-0.7688, 2.8745, 0.3205], [-0.4537, 3.6200, 1.4461], [0.6870, 3.3185, 2.1795], [1.5027, 2.2714, 1.7767], [1.1824, 1.5212, 0.6528], [0.6022, 3.3888, -2.1416], [0.0605, 4.5732, -4.2335], [-1.6068, 3.6275, -5.8010], [-2.7051, 1.4728, -5.2621], [-2.1101, 0.2722, -3.1648], [-1.6581, 3.1131, -0.2518], [-1.0991, 4.4350, 1.7516], [0.9365, 3.8955, 3.0619], [2.3924, 2.0223, 2.3428], [1.8125, 0.6954, 0.3579]],
  "forces_ev_per_a": [[-0.255, -0.311, -0.124], [0.001, 0.000, -0.004], [0.021, 0.009, 0.009], [-0.053, 0.004, -0.015], [0.010, -0.003, -0.003], [0.057, -0.064, 0.034], [-0.018, 0.034, -0.005], [-0.048, -0.116, -0.142], [0.051, 0.174, -0.024], [0.030, 0.020, 0.082], [-0.100, 0.175, 0.113], [0.013, 0.018, -0.024], [-0.002, 0.004, -0.001], [-0.082, -0.030, -0.054], [0.384, -0.078, 0.191], [-0.002, 0.006, -0.012], [-0.010, 0.022, -0.022], [0.014, -0.006, 0.008], [-0.099, 0.022, -0.039], [0.116, 0.150, 0.034], [-0.033, 0.017, -0.027], [0.070, -0.004, -0.003], [-0.004, 0.010, 0.019], [-0.004, 0.002, 0.000], [0.002, -0.001, 0.006], [0.001, -0.005, 0.000], [-0.001, 0.003, -0.002], [-0.104, -0.003, 0.047], [-0.005, -0.027, 0.006], [0.013, -0.005, -0.001], [-0.012, 0.004, 0.003], [0.023, -0.011, 0.001], [0.030, 0.022, -0.047], [-0.001, 0.000, 0.004], [0.001, -0.001, -0.001], [0.000, -0.001, 0.000], [0.000, 0.002, 0.001], [-0.001, -0.001, 0.000], [0.000, 0.000, -0.009], [-0.001, -0.001, 0.004], [-0.001, 0.005, -0.003], [-0.005, -0.004, -0.011], [0.005, -0.031, 0.008]],
  "total_charge": -1,
  "homo_lumo_gap_ev": 6.78,
  "lumo_energy_ev": 2.5
}


No. 5
{
  "formula": "C2HFI2O",
  "method": "the ωB97M-V functional and the def2-TZVPD basis",
  "elements": ["C", "C", "O", "F", "I", "I", "H"],
  "xyz": [[-0.8226, 0.5015, -0.0273], [0.3537, -0.4878, -0.0990], [-1.9117, 0.2443, 0.3725], [-0.1101, -1.7372, 0.2911], [1.5338, -0.6212, -1.8760], [1.5498, 0.5045, 1.6183], [-0.5928, 1.5958, -0.2796]],
  "forces_ev_per_a": [[0.264, 1.930, -0.598], [-0.411, -0.659, 1.636], [-0.129, -0.827, 0.052], [0.964, 1.540, -0.552], [-0.529, 0.121, 0.514], [-0.494, -0.833, -0.970], [0.335, -1.273, -0.082]],
  "homo_lumo_gap_ev": 8.82,
  "lumo_energy_ev": -1.2
}


No. 6
{
  "formula": "C7H9F2N3",
  "method": "the ωB97M-V functional and the def2-TZVPD basis",
  "elements": ["C", "C", "C", "C", "C", "C", "C", "N", "N", "N", "F", "F", "H", "H", "H", "H", "H", "H", "H", "H", "H"],
  "xyz": [[1.8791, -1.0368, -0.3113], [1.3674, 0.7804, 0.7878], [2.4408, 0.0686, 0.3666], [-2.0590, -0.1875, -0.3898], [3.8928, 0.2744, 0.4491], [-4.3305, -0.1823, -1.1711], [-0.9761, 0.5563, 0.1415], [0.5552, -1.0300, -0.3484], [-3.1851, 0.4343, -0.4851], [0.2523, 0.1309, 0.3139], [0.3781, -0.4305, 2.5184], [-1.1963, 1.7464, 0.5929], [2.4888, -1.8388, -0.4397], [1.2905, 1.5811, 1.4776], [-1.6692, -1.1758, -0.6252], [4.2837, 0.1512, -0.5199], [4.2163, 1.2150, 0.7795], [4.2255, -0.3293, 1.2022], [-4.1637, -1.1851, -1.6302], [-4.3996, 0.5327, -2.0709], [-5.2907, -0.0753, -0.6379]],
  "forces_ev_per_a": [[-2.682, 1.418, 1.385], [1.298, -0.087, 0.738], [-1.254, 1.443, -0.303], [-1.452, 0.011, -0.539], [-1.466, 1.014, -0.359], [0.692, 1.136, -1.895], [1.948, 1.457, 1.912], [2.025, -1.075, -0.272], [0.618, -1.506, -0.003], [-2.167, -0.135, -1.570], [-0.017, 0.212, -0.160], [-0.160, 0.396, 0.175], [1.068, -2.586, -1.516], [-0.194, 0.638, 0.115], [-1.046, -0.423, -0.498], [0.991, -0.694, -0.967], [-0.082, 1.753, 0.330], [1.531, -2.282, 1.479], [-0.090, 0.455, 0.802], [-0.295, -1.003, 1.100], [0.732, -0.143, 0.046]],
  "homo_lumo_gap_ev": [6.30, 6.29],
  "lumo_energy_ev": [-1.9, -1.9]
}